Record 1
{
  "formula": "C6H9IN2",
  "method": "the ωB97M-V functional and the def2-TZVPD basis",
  "elements": ["I", "H", "H", "C", "C", "C", "H", "C", "H", "N", "C", "H", "N", "H", "C", "H", "H", "H"],
  "coordinates": [[-1.454, 2.749, 0.041], [2.489, 1.881, -0.699], [0.176, -2.677, -2.240], [-0.004, -0.265, -0.296], [0.071, -1.964, -1.476], [1.450, 2.269, -0.927], [-0.972, -3.164, 0.192], [0.386, 1.798, 0.005], [-0.290, -0.840, 2.491], [-0.557, -1.202, 0.467], [-0.540, -2.339, -0.336], [0.541, 1.810, 1.117], [0.423, -0.675, -1.435], [1.143, 1.988, -1.886], [-1.037, -0.996, 1.827], [-1.592, 0.052, 1.884], [1.385, 3.269, -0.965], [-1.619, -1.693, 2.233]],
  "atomic_forces_ev_per_a": [[-0.9, 0.5, -0.6], [-1.4, 0.4, -0.2], [0.6, -0.2, -1.4], [1.8, 5.7, 0.4], [-0.7, -2.0, 0.3], [0.7, -3.5, 1.2], [0.0, -0.9, -0.8], [-0.6, -4.5, 2.5], [2.9, 0.2, 1.8], [-0.5, 0.3, 0.5], [-0.7, 0.4, 2.4], [0.8, -0.2, -1.4], [0.3, 0.9, -1.0], [-0.1, -0.9, -1.7], [-0.7, 5.3, -2.9], [0.7, -2.2, -0.4], [0.3, 3.9, 0.2], [-2.6, -3.1, 0.8]],
  "lowdin_charge": [0.82, 0.12, 0.09, -0.23, -0.18, -0.19, 0.11, -0.71, 0.05, -0.10, -0.06, 0.02, 0.08, 0.05, 0.00, 0.11, 0.01, 0.04],
  "homo_ev": -8.73,
  "largest_force_ev_per_a": 6.05,
  "e_lumo_ev": 0.55,
  "relative_energy_kcal_mol": 51.3
}

Record 2
{
  "formula": "C6H10O",
  "method": "the ωB97M-V functional and the def2-TZVPD basis",
  "elements": ["C", "H", "C", "H", "H", "C", "H", "O", "C", "H", "H", "H", "H", "C", "C", "H", "H"],
  "coordinates": [[-2.192, 1.063, -1.053], [1.952, -0.146, -2.869], [0.887, -1.014, 1.467], [-0.093, -0.759, -0.421], [2.248, -2.668, 1.814], [-0.623, 0.851, 0.868], [1.422, -2.680, 0.225], [1.337, -0.018, -2.135], [-0.051, -0.382, 0.588], [-3.141, 1.484, -1.376], [-1.874, 0.186, -1.599], [1.089, -0.441, 2.372], [-1.651, 2.643, 0.282], [1.574, -2.131, 1.151], [-1.521, 1.589, 0.042], [-0.385, 1.355, 1.810], [1.479, 0.933, -2.049]],
  "atomic_forces_ev_per_a": [[-0.2, 0.5, -0.3], [-0.1, -0.7, 0.0], [-0.7, 0.9, -0.9], [-0.4, -0.3, -0.1], [0.0, 0.4, 0.2], [-0.1, 1.1, -0.3], [-0.3, 0.3, -0.1], [0.8, 0.5, -0.9], [0.6, 0.1, 0.7], [0.3, 0.4, -0.3], [0.0, -0.3, 0.4], [0.0, -0.4, 0.2], [-0.5, -0.1, 0.4], [0.7, -1.3, 0.2], [0.4, -1.0, -0.1], [0.2, -0.2, -0.1], [-0.6, 0.2, 0.7]],
  "lowdin_spin": [0.29, 0.00, 0.04, 0.01, 0.02, 0.13, 0.01, 0.00, 0.14, 0.03, 0.03, 0.00, 0.00, 0.18, 0.10, 0.01, 0.00],
  "total_charge": -1,
  "spin_multiplicity": 2,
  "homo_ev": [-0.26, -2.23],
  "s2": 0.79,
  "largest_force_ev_per_a": 1.44,
  "e_lumo_ev": [3.59, 3.56],
  "relative_energy_kcal_mol": 14.5
}

Record 3
{
  "formula": "C17H12BrF6N2O9S2SeTa",
  "method": "the ωB97M-V functional and the def2-TZVPD basis",
  "elements": ["C", "C", "S", "N", "C", "C", "Br", "O", "N", "C", "F", "O", "S", "F", "F", "H", "H", "F", "O", "F", "Ta", "H", "C", "C", "C", "C", "H", "H", "C", "H", "C", "H", "C", "H", "O", "C", "O", "O", "H", "O", "C", "C", "C", "F", "O", "C", "H", "H", "Se", "O", "H"],
  "coordinates": [[-4.413, -0.432, 0.994], [3.067, 0.295, 1.510], [0.395, 1.843, -1.482], [-0.546, 3.015, -1.886], [2.837, -1.610, 0.560], [-2.338, -1.154, -0.980], [-5.090, -3.679, -3.803], [1.001, 1.445, 3.484], [-5.395, -0.517, 0.397], [-3.978, -2.657, -2.663], [2.824, 1.327, -2.212], [-2.945, 3.691, -1.648], [-1.852, 3.096, -0.980], [-0.338, 4.926, 0.158], [2.383, 3.429, -1.931], [4.945, -1.746, 0.100], [4.769, -0.364, 2.719], [1.643, 2.387, -3.684], [-0.070, 0.505, -1.878], [-1.122, 3.445, 1.529], [-0.963, -0.006, 0.270], [2.565, -0.512, 3.474], [-2.984, -0.570, -2.072], [2.096, -0.405, 2.498], [-1.394, 4.194, 0.477], [1.942, -1.797, 1.806], [-3.510, -4.328, -1.403], [-2.878, 0.485, -2.287], [-3.798, -1.311, -2.918], [-2.065, -3.015, 0.078], [-2.544, -2.522, -0.760], [-4.294, -0.841, -3.756], [1.939, 2.279, -2.404], [5.204, 0.330, 1.157], [-0.091, -3.055, 2.004], [4.309, -1.666, 0.979], [-0.239, 0.248, 2.088], [2.644, -0.228, 0.246], [2.997, 1.379, 1.514], [-2.086, 1.775, -0.348], [0.544, -2.222, 1.438], [-3.356, -3.274, -1.589], [4.473, -0.291, 1.673], [-2.424, 4.977, 0.733], [0.053, -1.604, 0.313], [0.899, 0.506, 2.746], [4.523, -2.511, 1.632], [2.318, -2.579, 2.462], [-2.862, -0.226, 1.973], [0.642, 1.771, -0.035], [2.564, -2.223, -0.295]],
  "atomic_forces_ev_per_a": [[0.1, 0.0, -0.1], [0.0, 0.0, 0.0], [-0.2, -0.2, 0.1], [0.1, 0.0, 0.0], [0.0, 0.0, 0.0], [0.2, 0.1, 0.2], [0.0, 0.0, 0.0], [0.0, 0.0, 0.0], [0.0, 0.0, 0.1], [0.0, 0.0, 0.0], [0.0, 0.0, 0.0], [0.0, 0.0, 0.0], [-0.1, 0.0, 0.0], [0.0, 0.0, 0.0], [0.0, 0.0, 0.0], [0.0, 0.0, 0.0], [0.0, 0.0, 0.0], [0.0, 0.0, 0.0], [0.0, 0.1, -0.1], [0.0, 0.0, 0.0], [-0.2, 0.1, -0.2], [0.0, 0.0, 0.0], [0.0, 0.0, 0.0], [0.0, 0.0, 0.0], [0.0, 0.0, 0.0], [0.0, 0.0, 0.0], [0.0, 0.0, 0.0], [0.0, 0.0, 0.0], [0.0, 0.0, 0.0], [0.0, 0.0, 0.0], [0.0, 0.0, 0.0], [0.0, 0.0, 0.0], [0.0, 0.0, 0.0], [0.0, 0.0, 0.0], [0.0, 0.0, 0.0], [0.0, 0.0, 0.0], [0.0, 0.0, 0.0], [0.0, 0.0, 0.0], [0.0, 0.0, 0.0], [0.0, 0.1, 0.0], [0.0, 0.0, 0.0], [0.0, 0.0, 0.0], [0.0, 0.0, 0.0], [0.0, 0.0, 0.0], [0.2, 0.0, 0.0], [0.0, 0.0, 0.0], [0.0, 0.0, 0.0], [0.0, 0.0, 0.0], [-0.1, -0.1, 0.1], [0.1, 0.0, 0.1], [0.0, 0.0, 0.0]],
  "lowdin_charge": [-0.72, -0.24, 0.68, -0.26, -0.25, -0.35, 0.74, 0.14, 0.09, -0.69, 0.19, -0.19, 0.70, 0.16, 0.18, 0.12, 0.12, 0.19, -0.32, 0.17, 1.71, 0.16, -0.12, -0.07, -0.67, -0.08, 0.10, 0.09, -0.12, 0.09, -0.12, 0.10, -0.69, 0.12, 0.16, -0.09, -0.34, -0.08, 0.16, -0.48, -0.49, -0.12, -0.08, 0.18, -0.21, -0.51, 0.12, 0.16, 0.80, -0.33, 0.17],
  "homo_ev": -8.85,
  "largest_force_ev_per_a": 0.32,
  "e_lumo_ev": -1.31,
  "relative_energy_kcal_mol": 21.1
}

Record 4
{
  "formula": "C50H75IN8O4",
  "method": "the ωB97M-V functional and the def2-TZVPD basis",
  "elements": ["C", "C", "H", "I", "H", "C", "H", "C", "C", "H", "H", "H", "O", "C", "C", "H", "H", "H", "H", "C", "H", "H", "H", "H", "H", "C", "C", "H", "C", "H", "H", "C", "H", "H", "H", "H", "H", "C", "H", "C", "C", "H", "H", "H", "H", "C", "C", "H", "C", "C", "H", "C", "H", "C", "N", "C", "H", "H", "H", "H", "C", "N", "H", "H", "H", "C", "H", "H", "C", "C", "H", "H", "H", "H", "H", "C", "C", "H", "H", "C", "H", "C", "C", "O", "C", "H", "C", "C", "N", "H", "H", "H", "C", "H", "H", "H", "C", "N", "H", "C", "H", "H", "O", "H", "H", "H", "H", "C", "H", "C", "H", "N", "C", "C", "C", "N", "H", "N", "C", "H", "H", "H", "H", "H", "C", "H", "H", "H", "C", "C", "H", "O", "H", "C", "C", "C", "N", "C"],
  "coordinates": [[2.206, 2.925, -5.593], [1.216, 3.177, 4.031], [0.410, 3.606, -6.530], [2.603, 1.862, -0.189], [0.289, 2.848, 4.503], [2.387, 2.600, 4.832], [1.013, 5.315, 0.206], [-1.762, -4.158, 0.041], [3.119, 1.783, -5.580], [3.150, -6.753, -5.845], [2.285, 1.516, 4.907], [-1.432, 1.231, 5.002], [-2.560, -2.455, 2.053], [5.922, -0.691, 7.940], [1.045, -7.224, -5.622], [5.412, 0.261, -0.378], [-2.127, -1.153, 4.667], [-3.140, -1.068, 6.094], [1.210, 5.144, 4.951], [-5.866, -0.966, -3.307], [0.873, -7.329, -6.694], [-3.182, 1.096, 4.880], [1.225, 2.757, 3.023], [-1.091, -5.828, -1.050], [5.476, 1.413, -1.684], [7.016, -1.650, 7.799], [5.390, -0.588, 5.449], [6.166, -1.305, 5.175], [2.873, -0.125, -0.918], [1.325, -4.384, -1.271], [3.281, -0.627, -0.053], [1.632, 2.733, -8.069], [-1.055, -2.196, 6.665], [4.583, -0.679, 4.722], [0.378, -9.236, -5.193], [4.133, -1.218, -2.174], [2.872, -2.628, -0.630], [3.821, 7.306, -0.303], [0.812, 2.656, -8.783], [-2.788, -2.254, 0.908], [-1.042, -4.199, -2.476], [4.558, 6.592, 0.069], [-5.870, 4.363, 2.148], [5.475, -0.825, 8.926], [2.690, 4.805, 0.149], [-6.398, -1.777, -2.131], [1.233, 4.700, 3.954], [3.679, 0.368, -2.864], [-0.121, -3.069, -2.123], [2.251, -6.301, -5.422], [1.770, 3.026, -4.597], [-7.922, -1.698, -1.988], [-7.752, 2.737, 1.966], [-1.046, -1.113, 6.532], [-4.508, 3.705, 4.890], [0.011, 0.675, -2.441], [2.386, 2.997, 5.849], [2.774, 3.838, -5.774], [-7.415, 2.140, 3.579], [-8.405, -2.042, -2.904], [5.326, 0.365, -1.454], [3.834, 0.885, -5.563], [6.153, -0.179, -1.896], [-0.871, -3.587, 0.278], [-5.930, -1.438, -1.206], [3.669, 2.899, 4.204], [-0.456, -4.929, -3.030], [-8.259, -2.354, -1.184], [1.099, 2.768, -6.641], [-2.938, -0.899, 0.323], [-0.278, 1.578, -4.464], [-6.121, -2.824, -2.258], [-2.434, 1.322, 6.456], [-6.439, 0.646, 1.840], [4.441, -1.868, 6.893], [-2.222, -0.684, 5.648], [0.239, -0.735, 5.950], [4.108, 8.297, 0.045], [2.122, -9.096, -5.415], [4.857, -0.860, 6.851], [4.037, -0.172, 7.065], [-6.953, 2.567, 2.688], [-5.947, 1.580, 2.105], [-0.163, 1.632, -1.739], [3.993, -0.160, -1.971], [-1.804, -0.277, -5.168], [0.501, -0.677, -2.024], [1.985, 5.544, -0.234], [2.681, -5.783, -2.901], [-3.377, -0.227, 1.046], [5.806, 0.418, 5.364], [0.531, 1.857, -6.440], [1.076, -3.358, -1.477], [-5.156, 1.352, 2.822], [-5.484, 1.981, 1.202], [-1.942, -0.543, 0.070], [-1.298, -0.254, -4.218], [1.251, -0.447, 5.491], [-6.086, 0.097, -3.189], [-2.321, 0.828, 5.489], [-2.655, -5.232, -1.528], [2.094, -5.356, -5.944], [-2.653, -1.829, -3.144], [1.703, 7.683, -0.185], [-6.314, -1.304, -4.244], [-1.809, -3.848, -3.143], [-3.511, -0.926, -0.590], [-1.565, -1.327, -3.250], [3.871, 7.308, -1.393], [-6.328, 3.922, 3.034], [-7.097, 4.616, 3.375], [4.658, 3.122, 3.665], [-0.379, -1.716, -2.423], [1.880, 5.369, -1.679], [2.422, 6.950, 0.186], [-8.741, 0.725, -1.472], [0.364, 5.066, 3.405], [1.777, 5.230, -2.813], [2.492, -6.010, -4.011], [2.394, 7.000, 1.276], [-1.128, -0.667, 7.524], [-4.786, -1.080, -3.390], [2.292, 1.879, -8.225], [-1.897, -4.869, 0.851], [-5.315, 3.807, 4.080], [2.129, 5.059, 3.445], [0.153, -6.755, -5.203], [1.371, -8.533, -3.918], [1.955, -2.348, -1.124], [-8.382, -0.342, -1.696], [2.192, 3.641, -8.297], [-2.904, -3.272, 0.013], [6.333, 0.319, 7.911], [1.242, -8.601, -4.999], [1.701, -0.981, -1.364], [-1.651, -4.924, -1.255], [7.877, -2.401, 7.684], [-0.483, 0.723, -3.843]],
  "atomic_forces_ev_per_a": [[-0.3, 0.0, 0.1], [-0.1, 0.2, -0.1], [0.0, 0.0, 0.1], [-0.1, 0.1, 0.1], [0.0, -0.1, 0.0], [-0.2, -0.1, 0.0], [0.0, -0.1, -0.1], [-0.4, -0.5, 0.4], [0.1, 0.1, 0.1], [0.0, 0.0, 0.1], [0.1, 0.0, 0.0], [0.0, 0.0, 0.0], [0.5, -0.2, 1.5], [-0.3, 0.0, 0.0], [0.0, -0.2, 0.0], [0.0, -0.1, 0.3], [0.0, -0.1, 0.0], [0.0, 0.0, 0.0], [0.0, 0.0, 0.0], [0.0, 0.0, 0.1], [0.0, 0.1, 0.0], [0.0, 0.0, 0.0], [0.0, -0.1, 0.0], [0.2, -0.2, 0.1], [0.0, 0.2, 0.0], [0.1, 0.1, 0.0], [-0.1, -0.1, 0.0], [0.0, 0.0, 0.0], [0.2, -0.1, -0.5], [0.1, -0.2, 0.1], [0.0, 0.0, 0.4], [0.0, 0.0, 0.0], [0.1, 0.0, 0.0], [0.0, 0.0, 0.0], [0.0, 0.0, 0.0], [-0.2, -0.2, -0.5], [0.2, 0.0, 0.1], [-0.1, 0.0, 0.0], [0.0, 0.0, 0.0], [-0.5, -0.1, -0.7], [0.2, 0.0, 0.1], [0.0, 0.0, 0.0], [0.1, 0.0, 0.0], [0.1, 0.0, 0.0], [0.1, 0.0, 0.0], [0.1, 0.1, -0.2], [0.0, -0.1, 0.0], [0.0, -0.1, -0.3], [-0.1, 0.8, -0.1], [-0.2, 0.0, -0.2], [0.1, 0.1, 0.1], [0.2, -0.2, 0.1], [0.0, 0.0, 0.0], [-0.2, -0.1, -0.1], [0.0, 0.0, 0.1], [0.0, -0.1, -0.3], [0.1, 0.0, 0.0], [0.1, 0.0, 0.0], [0.0, 0.0, 0.0], [0.0, 0.1, 0.0], [0.1, 0.2, -0.1], [0.0, -0.1, 0.0], [0.1, -0.1, -0.2], [0.2, 0.2, -0.1], [0.0, 0.0, 0.1], [0.1, 0.0, -0.1], [0.1, -0.2, -0.1], [-0.1, 0.0, 0.0], [0.0, 0.0, -0.2], [-0.2, 0.2, -0.3], [0.0, 0.3, 0.1], [0.0, 0.0, 0.0], [0.0, 0.0, 0.0], [0.0, 0.0, 0.0], [0.0, 0.0, 0.1], [-0.1, 0.2, -0.1], [0.1, 0.0, 0.1], [0.0, 0.0, 0.0], [0.0, 0.0, 0.0], [0.0, 0.1, -0.2], [0.0, 0.0, 0.1], [0.1, -0.2, -0.1], [0.0, 0.0, 0.1], [0.2, 0.4, 0.5], [0.0, 0.1, 0.6], [-0.2, 0.0, -0.1], [0.4, -0.4, 0.1], [-0.1, 0.1, 0.3], [-0.1, -0.1, 0.0], [0.0, 0.2, 0.2], [0.0, 0.0, 0.0], [0.0, 0.0, 0.0], [0.2, 0.7, 0.0], [0.0, 0.0, 0.0], [0.0, 0.0, 0.0], [0.2, 0.1, 0.0], [0.3, 0.4, -0.4], [0.0, 0.0, 0.0], [-0.1, 0.0, 0.0], [0.0, -0.1, 0.0], [-0.2, -0.2, 0.0], [0.0, 0.0, 0.1], [-0.7, -0.4, -0.1], [0.0, 0.0, 0.0], [0.0, 0.0, 0.0], [-0.3, 0.0, -0.1], [-0.2, 0.0, -0.3], [0.6, 0.0, 0.3], [0.0, 0.0, 0.0], [-0.2, 0.0, 0.0], [0.0, 0.0, 0.0], [0.0, 0.1, 0.0], [0.3, -0.5, 0.4], [0.0, 0.0, 0.0], [0.2, 0.1, -0.1], [0.1, 0.0, 0.1], [0.0, 0.0, 0.0], [0.0, 0.0, -0.1], [0.1, 0.0, 0.0], [-0.1, -0.1, 0.0], [0.1, 0.1, 0.0], [-0.1, 0.0, 0.0], [0.0, 0.0, 0.0], [-0.1, -0.1, 0.2], [0.1, 0.1, -0.1], [0.0, 0.0, 0.0], [0.0, 0.1, 0.0], [0.0, 0.0, 0.0], [-0.6, -0.1, -0.1], [-0.1, 0.0, -0.1], [0.0, 0.0, 0.0], [0.7, 0.3, -0.8], [0.1, 0.0, 0.0], [0.0, 0.1, 0.0], [-0.4, -0.4, 0.3], [-0.2, 0.4, -0.2], [0.0, 0.0, 0.0], [-0.1, -0.3, -0.3]],
  "lowdin_charge": [-0.19, -0.25, 0.11, 1.01, 0.09, -0.20, 0.12, -0.16, -0.23, 0.12, 0.06, 0.06, 0.13, -0.20, -0.26, 0.06, 0.10, 0.11, 0.08, -0.10, 0.11, 0.05, 0.09, 0.11, 0.06, -0.24, -0.11, 0.07, -0.68, 0.10, 0.06, -0.11, 0.12, 0.07, 0.07, 0.11, 0.12, -0.10, 0.07, -0.55, -0.12, 0.08, 0.12, 0.11, 0.05, -0.26, -0.10, 0.08, -0.15, -0.19, 0.09, -0.19, 0.11, -0.18, 0.15, -0.36, 0.12, 0.12, 0.11, 0.12, -0.14, 0.15, 0.07, 0.12, 0.10, -0.25, 0.10, 0.12, -0.27, 0.04, 0.10, 0.11, 0.08, 0.07, 0.11, -0.25, -0.20, 0.07, 0.08, -0.27, 0.09, -0.26, -0.11, 0.05, -0.30, 0.12, -0.03, -0.22, 0.17, 0.08, 0.07, 0.09, -0.03, 0.06, 0.08, 0.10, 0.03, 0.17, 0.07, -0.10, 0.12, 0.12, 0.10, 0.11, 0.08, 0.09, 0.07, -0.34, 0.07, -0.19, 0.12, 0.15, -0.03, -0.25, -0.25, 0.14, 0.07, 0.16, -0.22, 0.10, 0.12, 0.04, 0.07, 0.13, -0.23, 0.06, 0.10, 0.07, 0.00, -0.24, 0.08, -0.01, 0.12, -0.11, -0.17, -0.13, 0.14, 0.04],
  "homo_ev": -8.96,
  "largest_force_ev_per_a": 1.63,
  "e_lumo_ev": -0.77
}